# 1
Formula: C43H51N17O2Pb
Source: OMol25
Level of theory: ωB97M-V/def2-TZVPD

ORCA input file:
```
! RIJCOSX wB97M-V def2-TZVPD def2/J DEFGRID3
* xyz 2 1
N 3.0062 -1.5942 2.7851
H 2.4572 -3.4269 -7.2991
H 2.2098 2.7040 2.5280
C 5.5206 0.5148 1.2880
C 6.7310 1.5431 -1.0040
H -0.3772 -3.2264 1.0905
C -3.2906 3.0121 0.4296
C -1.4328 -3.4814 6.1443
C 0.3080 -3.9357 -3.2269
C 3.4607 -2.4071 -5.7173
C 2.4261 -2.5962 -3.5400
H -2.3253 6.1520 1.1274
C 1.1616 2.9591 2.3302
H -3.5187 1.7541 -5.4410
C -2.9560 5.3302 0.8250
C -4.5127 -0.3010 -0.3102
C -5.1251 4.5908 0.0467
N -3.3906 -3.3978 3.0090
C 3.4482 -2.1145 -4.3560
O -1.1502 0.8994 -2.5873
C 7.0033 2.0943 0.2336
H -0.2768 -1.1610 -2.4926
C -0.5777 -2.4291 5.8038
N 6.1107 0.0575 -3.5193
C -4.2179 1.1413 -0.0719
C 2.4529 -3.1869 -6.2493
H -3.5296 -3.2608 0.1640
C -3.0327 -2.4859 2.0736
O 4.4837 -0.9764 -2.4701
C -0.6328 0.0460 -5.1993
C 5.2789 -0.0680 0.0553
C 4.8530 -0.0513 2.5134
H -2.5193 2.5862 4.7085
H 5.3948 -0.9286 2.8790
C -0.2624 -2.9968 0.0537
N 0.0350 -3.8934 -0.8460
H -2.8835 1.6769 -3.2904
H 7.1729 1.9302 -1.9063
H -1.4373 3.8341 1.1116
H 6.6259 2.0206 2.3372
H 0.8554 1.1201 3.0969
H -3.3655 1.0362 2.9824
C 1.7619 -1.6319 2.3844
C -0.6923 -1.7586 4.6026
H -4.1324 -4.0763 2.9359
C -2.8271 0.9760 -5.7593
C -1.9836 2.3108 3.7915
N 3.5030 -0.4849 2.2426
H 2.0083 3.4223 0.4060
N -2.0267 -1.7416 2.4591
H 0.5723 -4.9549 -2.9231
N -1.8180 0.7442 -4.7531
H -2.7618 -1.2925 -0.6754
H 0.9777 3.9084 2.8412
C -3.7517 -2.3707 0.7694
H 4.8329 0.6983 3.3119
H -0.1884 3.2695 4.4660
H 0.0568 -0.0409 -4.3631
H -6.1422 4.7922 -0.2469
H 4.2589 -2.0205 -6.3280
C -2.5434 -3.2392 4.0815
C -0.2171 -1.9349 -1.7572
C 6.3967 1.5897 1.3740
H -2.3493 1.2887 -6.6884
N 1.4214 -0.5796 1.6068
C 1.0062 3.2166 0.7981
H 0.1927 -2.1445 6.5028
H -0.8898 -0.9459 -5.5728
H -4.7846 -0.4286 -1.3707
C -2.4491 4.0471 0.8251
H 4.6461 -0.9406 -0.0218
H -1.3103 -3.9735 7.0953
H 7.6849 2.9266 0.3136
H -0.0358 -0.9435 4.3437
H -2.3166 0.3091 4.0149
C 1.4335 -3.6629 -5.4424
H -5.3994 -0.5577 0.2831
H -3.3889 0.0581 -5.9549
N 0.0635 -3.2226 -1.9985
C 1.4104 -3.3635 -4.0835
H -0.3210 2.4871 -0.6058
H 2.4392 -2.3675 -2.4835
N -3.4056 -1.1411 0.0859
H 2.7031 1.0035 0.9560
C 5.8680 0.4536 -1.0911
H -3.0906 -4.7168 5.5471
Pb -1.0927 0.2516 1.1676
N -5.1704 2.0850 -0.2732
C -4.6147 3.3032 0.0439
H 0.4325 4.1337 0.6560
N -2.3981 1.0071 3.2817
N 5.4435 -0.6690 -4.4178
C -4.2721 5.6004 0.4452
N 0.2873 1.9280 2.8901
C -0.4816 2.2870 4.0842
H -2.1990 3.0534 3.0241
N 0.3555 2.1300 0.0595
H -4.8281 -2.3920 0.9827
C 2.5462 0.1121 1.5231
H -4.6303 6.6165 0.4676
C -1.6860 -2.1789 3.7220
C -2.4323 -3.9035 5.2922
H 0.6585 -4.2843 -5.8654
N -0.4339 -1.7607 -0.4645
C 5.5410 -0.1318 -2.3679
C -1.9470 1.1235 -3.4835
N -3.0862 1.6484 0.3470
H 1.0191 1.5768 -0.4708
H -0.1463 0.6045 -5.9992
H 1.0902 -2.4184 2.6518
H -6.1160 1.9285 -0.5816
H -0.2881 1.5566 4.8769
C 4.4794 -1.2765 -3.7918
H -0.6205 -3.9858 -3.8065
*
```

The calculation puts the total energy at -80083.8068 eV. As for the energy above the lowest of the compared OMol25 structures with the same formula, charge and spin: 25.64 kcal per mole. The value obtained for the HOMO energy is -12.2 eV.

---

# 2
Formula: C4H5F
Source: OMol25
Level of theory: ωB97M-V/def2-TZVPD

ORCA input file:
```
! RIJCOSX wB97M-V def2-TZVPD def2/J DEFGRID3
* xyz 0 1
H 0.8403 -0.5195 1.5834
H -2.6157 -0.7924 -0.0549
C -1.7479 -0.3022 -0.3910
F 1.1967 1.2660 -1.2125
H -1.4682 0.1916 -1.2577
C 1.4470 0.8700 -0.0057
C -0.7587 -0.6656 0.3781
C 0.7056 -0.4393 0.4964
H 0.9640 -1.3200 -0.1782
H 1.4369 1.7114 0.6420
*
```

The calculation puts the total energy at -6940.7699 eV. As for the energy above the lowest of the compared OMol25 structures with the same formula, charge and spin: 102.54 kcal per mole. The value obtained for the HOMO energy (alpha / beta) is -8.7 / -8.7 eV.

---

# 3
Formula: C3H7N4
Source: OMol25
Level of theory: ωB97M-V/def2-TZVPD

ORCA input file:
```
! RIJCOSX wB97M-V def2-TZVPD def2/J DEFGRID3
* xyz 1 1
H 1.6495 2.3595 0.4663
H -1.2237 -3.2856 1.4878
N 1.2999 2.3716 -0.4838
H 1.2619 -2.7238 -0.5755
C -0.9150 -0.2070 0.4276
N -0.4666 -1.4032 0.3136
H 0.5488 1.2012 -1.8531
C 0.3990 -2.5250 0.0137
H 0.7748 3.2206 -0.6832
N -0.5424 0.9196 -0.1804
H -1.8049 -0.1070 1.0471
C -0.5803 -2.7402 0.8371
N 0.7186 1.1876 -0.8471
H -1.1198 1.7316 0.0299
*
```

The calculation puts the total energy at -9172.8205 eV. Its SMILES is NN/[NH+]=C\N1C=C1. As for the energy above the lowest of the compared OMol25 structures with the same formula, charge and spin: 131.35 kcal per mole. The value obtained for the HOMO energy is -13.0 eV.

---

Please write out number 2 again, unchanged.
Formula: C4H5F
Source: OMol25
Level of theory: ωB97M-V/def2-TZVPD

ORCA input file:
```
! RIJCOSX wB97M-V def2-TZVPD def2/J DEFGRID3
* xyz 0 1
H 0.8403 -0.5195 1.5834
H -2.6157 -0.7924 -0.0549
C -1.7479 -0.3022 -0.3910
F 1.1967 1.2660 -1.2125
H -1.4682 0.1916 -1.2577
C 1.4470 0.8700 -0.0057
C -0.7587 -0.6656 0.3781
C 0.7056 -0.4393 0.4964
H 0.9640 -1.3200 -0.1782
H 1.4369 1.7114 0.6420
*
```

The calculation puts the total energy at -6940.7699 eV. As for the energy above the lowest of the compared OMol25 structures with the same formula, charge and spin: 102.54 kcal per mole. The value obtained for the HOMO energy (alpha / beta) is -8.7 / -8.7 eV.